1.
This record from the Open Molecules 2025 dataset describes an isolated molecule of C25H35N7O2 at a distorted geometry. The level of theory is ωB97M-V/def2-TZVPD.

Each line ends with the Mulliken charge.
Geometry (Å):
1 C 5.2281 -2.9481 -3.9039  -1.018
2 C 4.8460 -3.9977 -2.8579  -1.061
3 C 3.7036 -3.5077 -2.0169  0.889
4 C 3.9366 -2.8125 -0.8364  -1.020
5 C 2.8903 -2.3243 -0.0792  -0.483
6 C 1.5728 -2.5176 -0.4908  0.916
7 C 0.4554 -1.9831 0.2678  0.234
8 C 0.4894 -1.2261 1.4593  -0.393
9 C -0.8282 -0.9118 1.7193  0.053
10 C -1.4956 -0.0742 2.6917  0.186
11 O -0.9391 0.5760 3.5666  -0.756
12 N -2.8620 -0.0323 2.5233  0.852
13 C -3.6660 0.8478 3.3510  -1.037
14 C -3.6489 2.2657 2.7446  0.736
15 O -4.5961 2.7238 2.1456  -0.652
16 N -2.4809 2.9041 2.9345  -0.099
17 C -2.1350 4.1083 2.2122  -1.097
18 C -0.9694 3.8589 1.2523  -0.286
19 C -1.3082 2.7475 0.2440  -0.315
20 N -0.2549 2.3228 -0.6482  0.282
21 C 0.0778 3.2270 -1.7282  -0.794
22 C 0.9128 2.4576 -2.7532  -0.649
23 N 2.1221 1.9711 -2.1192  0.045
24 C 3.1085 1.4279 -3.0300  -0.854
25 C 2.7336 0.1342 -3.7631  -0.602
26 C 1.7850 1.0948 -1.0164  -0.738
27 C 0.9640 1.8842 -0.0009  -1.334
28 N -3.5400 -0.6664 1.5512  -0.980
29 C -2.9316 -1.3629 0.6676  1.082
30 C -3.6685 -2.0472 -0.4229  -1.259
31 N -1.5643 -1.4913 0.7110  0.982
32 N -0.8008 -2.1310 -0.1554  -1.670
33 C 1.3361 -3.2127 -1.6773  -0.393
34 C 2.3880 -3.6986 -2.4258  -0.795
35 H 6.0613 -3.2992 -4.5082  0.424
36 H 4.3844 -2.7439 -4.5591  0.269
37 H 5.5172 -2.0186 -3.4184  0.273
38 H 4.5626 -4.9226 -3.3643  0.360
39 H 5.7103 -4.2054 -2.2240  0.375
40 H 4.9534 -2.6540 -0.5057  0.394
41 H 3.0991 -1.7899 0.8348  0.344
42 H 1.3370 -0.9457 2.0476  0.448
43 H -3.2515 0.8533 4.3609  0.398
44 H -4.6878 0.4700 3.3411  0.375
45 H -1.7266 2.4104 3.4006  0.308
46 H -1.8666 4.8941 2.9260  0.343
47 H -3.0292 4.4157 1.6650  0.449
48 H -0.0930 3.5633 1.8328  0.363
49 H -0.7372 4.7847 0.7246  0.300
50 H -1.6170 1.8577 0.8030  -0.491
51 H -2.1587 3.0608 -0.3675  0.499
52 H -0.8440 3.5794 -2.1960  0.441
53 H 0.6572 4.0985 -1.3787  0.307
54 H 1.1910 3.1204 -3.5760  0.486
55 H 0.2931 1.6356 -3.1500  0.308
56 H 3.3279 2.2072 -3.7662  0.412
57 H 4.0179 1.2528 -2.4463  0.375
58 H 2.5799 -0.6809 -3.0598  -0.035
59 H 1.8266 0.2699 -4.3469  0.333
60 H 3.5384 -0.1421 -4.4394  0.402
61 H 2.7091 0.7370 -0.5565  0.413
62 H 1.1926 0.2235 -1.3427  0.431
63 H 0.7110 1.2517 0.8510  0.551
64 H 1.5731 2.7330 0.3531  0.356
65 H -3.2995 -1.6943 -1.3842  0.298
66 H -4.7286 -1.8385 -0.3301  0.379
67 H -3.4899 -3.1199 -0.3730  0.286
68 H 0.3157 -3.3582 -1.9954  0.470
69 H 2.1899 -4.2357 -3.3425  0.383

The value obtained for the LUMO energy is 0.0095 Eh. Its energy relative to the best compared isomer or geometry (same formula, charge and spin) is 0.000 eV. As for the HOMO energy: -8.227 eV. The SMILES is CCc1ccc(-c2cc3c(=O)n(CC(=O)NCCCN4CCN(CC)CC4)nc(C)n3n2)cc1. The value obtained for the gap between HOMO and LUMO is 8.487 eV.



2.
This record from the Open Molecules 2025 dataset describes a 3-piece molecular cluster, C25H35O6 overall at a distorted geometry. The level of theory is ωB97M-V/def2-TZVPD.

Each line ends with the Mulliken charge.
Geometry (Å):
1 C 4.5335 4.0372 2.4900  -0.677
2 O 3.2634 3.9545 1.7529  -0.318
3 C 3.3626 4.5147 0.3962  -0.270
4 C 4.3235 3.6732 -0.6345  -0.655
5 C 3.4557 2.5165 -1.4599  -0.245
6 C 3.3741 1.1833 -0.4538  -0.254
7 C 2.2756 0.1699 -1.1896  -0.309
8 C 1.7312 -1.0313 -0.2157  -0.355
9 C 0.8497 -0.5018 1.0720  -0.628
10 C -0.6243 0.1053 0.6894  -0.183
11 C -0.8123 1.5749 1.4653  -0.399
12 C -2.3666 1.8540 1.9268  -0.589
13 C -3.3676 2.3358 0.7215  -0.284
14 O -3.1119 1.7009 -0.5879  -0.464
15 C -2.4598 2.7516 -1.3858  -0.652
16 H 5.4763 4.2648 1.8357  0.332
17 H 4.4843 4.7825 3.4182  0.203
18 H 4.7177 2.9551 2.9592  0.181
19 H 2.2621 4.4622 -0.0629  0.057
20 H 3.6689 5.6468 0.3487  0.263
21 H 5.1401 3.0345 -0.0504  -0.051
22 H 4.0177 2.2347 -2.4720  0.258
23 H 2.3432 2.8467 -1.6251  0.069
24 H 3.0038 1.5426 0.6198  -0.074
25 H 4.4219 0.6672 -0.3672  0.180
26 H 1.4049 0.8738 -1.5858  0.097
27 H 2.8247 -0.2701 -2.1369  0.319
28 H 1.1757 -1.8473 -0.8525  0.281
29 H 2.6883 -1.5685 0.2485  0.042
30 H 1.5163 0.3026 1.6480  0.176
31 H 0.7648 -1.4365 1.8091  0.290
32 H -1.4354 -0.6012 1.1928  0.266
33 H -0.8610 0.1588 -0.4555  0.161
34 H -0.3064 2.4606 0.8904  -0.045
35 H -0.1918 1.4510 2.4775  0.394
36 H -2.3285 2.7192 2.7395  0.310
37 H -2.7817 0.8894 2.4895  0.294
38 H -4.4643 1.9887 1.0384  0.139
39 H -3.3582 3.5080 0.6371  0.348
40 H -1.5781 3.1802 -0.7285  0.225
41 H -3.1641 3.6837 -1.6149  0.298
42 H -1.9897 2.2736 -2.3459  0.253
43 C -5.6313 0.0864 -0.7530  0.103
44 C -5.5728 -0.9635 -1.5779  -0.530
45 C -6.7015 -1.9074 -1.6978  0.315
46 O -6.6480 -2.8698 -2.4511  -0.563
47 C -7.8973 -1.6453 -0.8725  -0.452
48 C -7.9558 -0.5953 -0.0476  -0.382
49 C -6.8271 0.3485 0.0723  0.519
50 O -6.8806 1.3109 0.8256  -0.574
51 H -4.8121 0.7879 -0.6526  0.389
52 H -4.7030 -1.1690 -2.1904  0.455
53 H -8.7165 -2.3468 -0.9730  0.398
54 H -8.8256 -0.3899 0.5649  0.415
55 C 4.4074 -4.9415 -0.3476  -0.358
56 C 4.4660 -5.9915 -1.1725  -0.337
57 C 3.3373 -6.9354 -1.2924  0.358
58 O 3.3908 -7.8978 -2.0457  -0.584
59 C 2.1415 -6.6732 -0.4671  -0.329
60 C 2.0829 -5.6233 0.3578  -0.373
61 C 3.2116 -4.6794 0.4777  0.477
62 O 3.1581 -3.7170 1.2310  -0.558
63 H 5.2266 -4.2400 -0.2472  0.429
64 H 5.3357 -6.1970 -1.7850  0.392
65 H 1.3223 -7.3747 -0.5675  0.390
66 H 1.2132 -5.4178 0.9703  0.418

The value obtained for the LUMO energy is -0.0029 Eh. Its energy relative to the best compared isomer or geometry (same formula, charge and spin) is 5.075 eV. As for the net charge: -1. As for the HOMO energy: -1.465 eV. The value obtained for the gap between HOMO and LUMO is 1.385 eV.